A cluster of 2 separate species, C15H16N2O4S in total at a distorted geometry. Source: the OMol25 dataset; level of theory: ωB97M-V/def2-TZVPD.

Results
HOMO-LUMO gap: 8.97 eV
Energy above the lowest of the compared OMol25 structures with the same formula, charge and spin: 358.4 kcal per mole

```
38
C15H16N2O4S ωB97M-V/def2-TZVPD
C -7.68 0.32 0.13
H -7.65 -0.57 0.69
O -6.41 1.16 0.29
C -5.30 0.45 0.13
C -4.23 1.10 0.32
C -3.03 0.70 0.40
C -2.85 -0.64 0.06
C -3.89 -1.29 -0.51
C -5.21 -0.80 -0.37
H -5.94 -1.52 -0.52
H -3.75 -2.13 -0.70
C -1.52 -1.02 -0.33
O -1.17 -2.49 -0.26
N -0.39 -0.16 -0.54
H -0.50 0.73 -0.52
N 0.85 -0.71 -0.32
H 0.91 -1.86 -0.33
S 1.57 -0.07 1.07
O 1.13 1.40 1.03
O 1.45 -0.87 2.22
C 3.26 0.09 0.40
C 4.09 -0.77 1.06
C 5.52 -0.67 0.54
C 5.87 0.29 -0.19
C 5.01 1.37 -1.01
C 3.78 1.15 -0.36
H 2.97 1.67 -0.65
H 5.36 2.16 -1.45
C 7.29 0.30 -0.69
H 7.48 0.80 -1.69
H 7.82 -0.54 -0.92
H 7.91 0.88 -0.20
H 6.27 -1.49 0.83
H 3.85 -1.77 1.55
H -2.17 1.35 0.64
H -4.39 2.48 0.87
H -8.54 0.99 0.07
H -7.76 0.02 -0.74
```

Charges in e, computed with Löwdin, in the same order as the atoms: C 0.03; H 0.09; O -0.02; C -0.40; C -0.07; C -0.04; C -0.16; C 0.05; C 0.06; H 0.11; H 0.01; C -0.12; O -0.18; N 0.02; H 0.03; N -0.15; H 0.20; S 0.73; O -0.36; O -0.26; C -0.29; C -0.01; C -0.08; C -0.26; C 0.14; C -0.08; H 0.06; H 0.04; C -0.07; H 0.11; H 0.05; H 0.03; H 0.15; H 0.14; H 0.14; H 0.25; H 0.12; H -0.01

---

A structure of composition C15H16N7OReS2 at a distorted geometry. Source: the OMol25 dataset; level of theory: ωB97M-V/def2-TZVPD.

Results
HOMO-LUMO gap (alpha / beta): 6.87 / 6.89 eV
Energy above the lowest of the compared OMol25 structures with the same formula, charge and spin: 8.7 kcal per mole
Total charge: +1
Expectation value of S²: 3.775
Multiplicity: 4

```
42
C15H16N7OReS2 ωB97M-V/def2-TZVPD
Re -0.15 0.05 -0.10
O -2.37 -0.73 3.27
C -1.71 -0.79 2.25
N -1.48 0.23 1.40
C -1.70 1.58 1.87
C -0.33 2.23 1.87
C 0.02 3.31 2.66
C 1.29 3.86 2.53
C 2.16 3.32 1.59
C 1.75 2.23 0.86
N 0.54 1.68 1.01
C -0.99 -2.05 1.83
C -1.39 -3.31 2.23
C -0.65 -4.41 1.83
C 0.51 -4.19 1.11
C 0.86 -2.90 0.77
N 0.11 -1.85 1.07
H -2.17 1.56 2.86
H -2.34 2.11 1.16
H -0.69 3.71 3.36
H 1.60 4.70 3.13
H 3.14 3.72 1.42
H 2.39 1.78 0.10
H -2.27 -3.41 2.85
H -0.98 -5.41 2.09
H 1.14 -5.02 0.81
H 1.78 -2.70 0.22
C -1.34 -4.08 -3.55
C -0.17 -3.20 -3.39
N 0.96 -3.31 -4.00
N 1.77 -2.36 -3.49
C 1.16 -1.64 -2.53
S 1.82 -0.42 -1.60
N -0.10 -2.18 -2.46
N -1.09 -1.70 -1.60
H -1.23 -4.63 -4.48
H -2.28 -3.52 -3.58
H -1.39 -4.80 -2.74
H 2.72 -2.23 -3.82
H -1.81 -1.17 -2.10
H -1.53 -2.48 -1.11
S -1.11 1.49 -1.58
```

Charges in e, computed with Löwdin, in the same order as the atoms: Re 0.93; O 0.09; C -0.48; N -0.17; C -0.14; C -0.22; C 0.02; C -0.02; C -0.03; C -0.11; N -0.11; C -0.18; C 0.03; C -0.02; C -0.03; C -0.14; N -0.05; H 0.13; H 0.12; H 0.13; H 0.12; H 0.12; H 0.09; H 0.13; H 0.12; H 0.11; H 0.10; C 0.01; C -0.31; N 0.14; N 0.05; C -0.72; S 0.65; N -0.07; N 0.04; H 0.10; H 0.09; H 0.09; H 0.17; H 0.09; H 0.13; S 0.01

---

A structure of composition C15H17AgN3O3. Source: the OMol25 dataset; level of theory: ωB97M-V/def2-TZVPD.

Results
HOMO-LUMO gap: 7.50 eV
Total charge: -1

```
39
C15H17AgN3O3 ωB97M-V/def2-TZVPD
Ag -0.04 0.48 0.08
C -3.38 0.36 0.70
C -3.40 0.14 -0.82
C -3.40 -1.33 -1.15
C -4.61 -1.99 -1.35
C -4.66 -3.36 -1.58
C -3.48 -4.08 -1.58
C -2.25 -3.46 -1.41
C -1.02 -4.34 -1.33
C -0.62 -4.98 -2.67
C -2.19 -2.06 -1.23
N -0.97 -1.39 -1.14
C -0.10 -1.56 -2.08
C 1.23 -1.08 -2.05
C 2.22 -1.21 -3.04
C 3.36 -0.61 -2.53
C 3.01 -0.14 -1.25
N 1.75 -0.43 -0.95
H -3.41 1.42 0.94
H -2.47 -0.06 1.13
H -4.23 -0.14 1.17
H -2.54 0.63 -1.27
H -4.30 0.60 -1.23
H -5.52 -1.41 -1.32
H -5.61 -3.85 -1.74
H -3.51 -5.16 -1.72
H -1.24 -5.15 -0.63
H -0.18 -3.78 -0.93
H -1.48 -5.45 -3.15
H 0.15 -5.74 -2.52
H -0.22 -4.23 -3.35
H -0.39 -2.11 -2.98
H 2.10 -1.68 -4.01
H 4.32 -0.51 -3.01
H 3.64 0.39 -0.55
O -0.07 4.49 -0.16
N -0.23 3.27 -0.09
O -0.04 2.66 1.01
O -0.54 2.59 -1.10
```

Charges in e, computed with Löwdin, in the same order as the atoms: Ag 0.74; C -0.10; C -0.21; C -0.18; C -0.06; C -0.10; C -0.07; C -0.17; C -0.21; C -0.10; C -0.19; N 0.03; C -0.12; C -0.36; C -0.09; C -0.13; C -0.21; N -0.04; H 0.07; H 0.05; H 0.07; H 0.08; H 0.10; H 0.11; H 0.09; H 0.11; H 0.11; H 0.10; H 0.06; H 0.07; H 0.06; H 0.13; H 0.09; H 0.07; H 0.09; O -0.02; N -0.61; O -0.15; O -0.11

---

A structure of composition C15H17Cl2N3O3SeV at a distorted geometry. Source: the OMol25 dataset; level of theory: ωB97M-V/def2-TZVPD.

Results
HOMO-LUMO gap (alpha / beta): 6.61 / 7.38 eV
Energy above the lowest of the compared OMol25 structures with the same formula, charge and spin: 25.2 kcal per mole
Total charge: +2
Expectation value of S²: 0.777
Multiplicity: 2

```
42
C15H17Cl2N3O3SeV ωB97M-V/def2-TZVPD
V -1.39 -0.14 -0.24
C -1.34 -4.63 1.86
C -0.55 -3.45 1.36
C 0.20 -2.68 2.26
C 0.96 -1.60 1.84
C 0.99 -1.26 0.49
C 0.25 -2.02 -0.43
C -0.50 -3.12 0.02
H -0.67 -5.43 2.19
H -1.99 -5.04 1.08
H -1.95 -4.35 2.72
H 0.19 -2.94 3.31
H 1.56 -1.05 2.55
H 1.67 -0.50 0.14
H 0.43 -1.91 -1.49
H -1.03 -3.73 -0.70
O -4.24 -1.64 -2.75
C -3.33 -1.26 -2.16
N -2.33 -0.86 -1.56
Cl -0.61 1.73 1.67
C -2.33 1.35 2.02
Cl -3.18 1.44 0.43
C -2.30 -0.13 2.40
O -2.54 -0.57 3.46
O -1.86 -0.81 1.30
H -2.76 2.02 2.75
C 0.05 4.22 -0.60
N 1.21 3.43 -1.03
C 2.50 3.92 -1.06
C 3.27 2.96 -1.61
N 2.44 1.89 -1.91
C 2.89 0.66 -2.57
C 1.19 2.20 -1.55
Se -0.30 1.10 -1.92
H 0.06 5.18 -1.12
H 0.09 4.39 0.47
H -0.86 3.69 -0.86
H 2.76 4.90 -0.71
H 4.33 2.94 -1.81
H 3.80 0.88 -3.13
H 2.13 0.31 -3.26
H 3.10 -0.11 -1.84
```

Charges in e, computed with Löwdin, in the same order as the atoms: V 0.51; C -0.01; C -0.24; C 0.01; C -0.05; C -0.14; C -0.17; C -0.02; H 0.10; H 0.09; H 0.10; H 0.14; H 0.13; H 0.10; H 0.11; H 0.13; O 0.28; C -0.32; N -0.07; Cl 0.76; C -0.76; Cl 0.80; C -0.61; O 0.25; O -0.25; H 0.11; C 0.00; N -0.10; C 0.01; C 0.01; N -0.10; C 0.02; C -0.58; Se 0.91; H 0.12; H 0.09; H 0.06; H 0.15; H 0.15; H 0.11; H 0.08; H 0.10

---

A structure of composition C15H17CsN4OS2. Source: the OMol25 dataset; level of theory: ωB97M-V/def2-TZVPD.

Results
HOMO-LUMO gap: 6.61 eV
Energy above the lowest of the compared OMol25 structures with the same formula, charge and spin: 4.3 kcal per mole

```
40
C15H17CsN4OS2 ωB97M-V/def2-TZVPD
Cs -0.11 0.16 0.78
S 0.08 0.91 -2.25
C 1.54 -0.06 -2.31
C 2.24 -0.20 -3.53
C 3.37 -0.98 -3.60
C 3.82 -1.64 -2.46
C 3.10 -1.45 -1.30
N 2.00 -0.69 -1.21
H 1.87 0.33 -4.40
H 3.90 -1.07 -4.55
H 4.70 -2.27 -2.47
H 3.42 -1.93 -0.38
O 0.87 2.49 1.85
C 0.65 3.21 3.04
C -0.41 2.54 3.88
C -0.72 3.09 5.12
C -1.69 2.49 5.90
C -2.33 1.36 5.41
C -1.95 0.88 4.17
N -1.01 1.45 3.41
H 1.44 2.99 1.27
H 0.32 4.23 2.82
H 1.58 3.28 3.63
H -0.20 3.98 5.47
H -1.96 2.90 6.86
H -3.10 0.85 5.97
H -2.42 0.00 3.75
C -3.03 -1.11 -2.93
N -1.86 -1.95 -2.79
C -0.93 -2.20 -3.80
C 0.11 -2.85 -3.24
N -0.20 -2.97 -1.89
C -1.39 -2.40 -1.61
S -2.13 -2.29 -0.09
H -3.21 -0.95 -3.98
H -2.83 -0.15 -2.44
H -3.88 -1.59 -2.46
H -1.10 -1.87 -4.80
H 1.03 -3.19 -3.65
H 0.40 -3.34 -1.17
```

Charges in e, computed with Löwdin, in the same order as the atoms: Cs 0.99; S 0.33; C -0.85; C -0.14; C -0.10; C -0.10; C -0.19; N -0.09; H 0.09; H 0.10; H 0.09; H 0.10; O -0.28; C -0.19; C -0.27; C -0.02; C -0.06; C -0.06; C -0.13; N 0.03; H 0.10; H 0.13; H 0.13; H 0.12; H 0.11; H 0.11; H 0.11; C -0.04; N -0.13; C -0.06; C -0.08; N 0.08; C -0.85; S 0.42; H 0.09; H 0.07; H 0.08; H 0.12; H 0.12; H 0.15

---

A structure of composition C15H17N2O12PReS. Source: the OMol25 dataset; level of theory: ωB97M-V/def2-TZVPD.

Results
HOMO-LUMO gap (alpha / beta): 5.08 / 5.37 eV
Energy above the lowest of the compared OMol25 structures with the same formula, charge and spin: 20.5 kcal per mole
Expectation value of S²: 0.759
Multiplicity: 2

```
49
C15H17N2O12PReS ωB97M-V/def2-TZVPD
Re 0.22 0.60 -0.28
O 0.96 -1.94 3.62
C 0.42 -1.82 2.40
O -0.75 -1.75 2.17
C 1.53 -1.84 1.37
O 1.00 -1.51 0.08
C 1.99 -1.75 -0.96
C 2.69 -0.46 -1.38
O 3.78 -0.48 -1.88
O 1.97 0.64 -1.22
H 0.24 -1.95 4.26
H 2.33 -1.15 1.65
H 1.93 -2.85 1.35
H 2.71 -2.50 -0.64
H 1.45 -2.13 -1.83
O -6.66 0.15 0.84
C -6.06 1.20 0.59
O -6.43 2.36 0.40
C -4.52 1.01 0.42
C -3.97 -0.27 0.42
C -2.62 -0.43 0.22
N -1.81 0.62 0.00
C -2.34 1.87 0.00
C -3.67 2.10 0.23
C -1.37 2.96 -0.37
O -1.66 4.12 -0.42
O -0.18 2.48 -0.72
H -4.63 -1.11 0.59
H -2.13 -1.40 0.25
H -4.09 3.10 0.22
S 1.98 1.86 3.87
C 1.35 1.40 2.52
N 0.87 1.02 1.49
C 1.38 0.48 -4.37
O 0.59 -0.49 -3.62
P -0.57 -0.06 -2.63
O -1.56 -1.30 -2.66
C -1.23 -2.63 -2.26
O -1.36 1.00 -3.48
C -2.64 1.60 -3.20
H 2.08 -0.11 -4.95
H 1.91 1.14 -3.69
H 0.72 1.04 -5.03
H -2.15 -3.21 -2.33
H -0.87 -2.65 -1.23
H -0.49 -3.05 -2.93
H -3.10 1.78 -4.17
H -2.50 2.54 -2.68
H -3.26 0.92 -2.63
```

Charges in e, computed with Löwdin, in the same order as the atoms: Re 1.56; O 0.13; C -0.52; O 0.13; C -0.10; O -0.28; C -0.07; C -0.58; O 0.14; O -0.20; H 0.15; H 0.14; H 0.15; H 0.14; H 0.11; O -0.02; C -0.69; O -0.01; C -0.05; C 0.04; C -0.10; N -0.11; C -0.18; C 0.08; C -0.55; O 0.14; O -0.19; H 0.13; H 0.09; H 0.14; S 0.78; C -0.86; N -0.10; C -0.04; O -0.28; P 0.66; O -0.27; C -0.08; O -0.25; C -0.03; H 0.10; H 0.09; H 0.09; H 0.10; H 0.07; H 0.09; H 0.10; H 0.09; H 0.09

---

| no. | M (g/mol) |
| --- | --- |
| 1 | 320.4 |
| 2 | 560.7 |
| 3 | 395.2 |
| 4 | 488.1 |
| 5 | 466.4 |
| 6 | 666.6 |